(1)
C9H14O7P2Pd | ωB97M-V with the def2-TZVPD basis set

XYZ file:
```
33
Properties=species:S:1:pos:R:3:lowdin_spin:R:1
Pd -0.1674 -0.1643 -0.3999 1.33
C 2.8335 -1.1696 0.8895 0.00
C 1.8918 -0.0011 0.8573 0.04
C 0.8117 0.0649 1.7505 0.03
C -0.1249 1.1237 1.7021 0.05
C -1.2819 1.1624 2.6524 0.01
C 0.0137 2.0900 0.6977 0.05
C 1.0898 2.0553 -0.2075 0.05
C 1.2018 3.0997 -1.2806 0.01
C 2.0244 1.0115 -0.1112 0.05
H 2.4203 -1.9808 0.2854 0.00
H 2.9610 -1.5394 1.9052 0.00
H 3.8062 -0.8983 0.4822 0.00
H 0.6826 -0.7285 2.4762 0.00
H -2.1221 0.6247 2.2079 0.00
H -1.5855 2.1897 2.8497 0.00
H -1.0278 0.6768 3.5935 0.00
H -0.7200 2.8820 0.6159 0.00
H 0.4124 2.9584 -2.0202 0.00
H 2.1610 3.0403 -1.7911 0.00
H 1.0880 4.0983 -0.8587 0.00
H 2.8536 0.9772 -0.8053 0.00
O -4.1062 -0.7816 -1.5754 0.01
P -2.5715 -0.8494 -1.1714 0.01
O -1.7228 0.1011 -1.9963 0.11
O -2.3849 -0.6191 0.3037 0.14
O -2.1672 -2.3726 -1.5249 0.00
P -0.6971 -2.9406 -1.0252 0.01
O -0.5485 -4.2317 -1.9541 0.01
O 0.3027 -1.8926 -1.5389 0.12
O -0.6745 -3.2771 0.4005 0.00
H -4.2213 -0.7329 -2.5322 0.00
H -0.4305 -3.9762 -2.8769 0.00
```

Computed properties:
HOMO (spin up / spin down) = -0.33379 / -0.35271 Ha
HOMO-LUMO gap (spin up / spin down) = 9.2 / 7.7 eV
energy above the lowest of the compared OMol25 structures with the same formula, charge and spin = 1.5 kcal per mole
spin multiplicity = 3


(2)
C16H26N6O6SSr | ωB97M-V with the def2-TZVPD basis set

XYZ file:
```
56
Properties=species:S:1:pos:R:3:nbo_charge:R:1
O -2.2370 -3.8305 -2.5284 -0.76
H -2.8956 -4.5382 -2.7216 0.48
Sr -0.1326 -1.1565 -0.1073 1.77
N -0.0675 -1.4959 2.4757 -0.28
N -2.1406 -2.0138 1.2721 -0.26
N 2.3150 -0.6109 -0.8982 -0.15
N 0.4763 -1.3304 -2.5403 -0.23
O 1.0042 -0.8088 2.7168 -0.71
O 3.2302 0.0785 -0.0512 -0.56
O -0.8333 -1.1794 -3.1508 -0.61
O -2.6841 -1.3874 0.2762 -0.71
C -2.3696 -1.4334 2.5089 0.09
C -1.1794 -1.1808 3.2164 0.07
C 2.5303 -0.2743 -2.1714 0.17
C 1.4425 -0.5818 -3.0805 0.24
C -1.1050 -0.5339 4.5507 -0.66
H -0.6481 0.4645 4.4856 0.22
H -0.4837 -1.1589 5.2128 0.22
H -2.1105 -0.4348 4.9817 0.21
C -3.7338 -1.0362 2.9025 -0.66
H -4.4296 -1.8494 2.6470 0.22
H -4.0833 -0.1406 2.3678 0.22
H -3.7882 -0.8215 3.9739 0.20
C 3.7254 0.5109 -2.5684 -0.69
C 1.4510 -0.0485 -4.4725 -0.69
H 4.5313 0.4214 -1.8361 0.27
H 3.4923 1.5818 -2.6531 0.25
H 4.1026 0.1770 -3.5406 0.23
H 0.4418 0.0431 -4.8920 0.26
H 2.0268 -0.7124 -5.1332 0.25
H 1.9208 0.9416 -4.4892 0.24
H 2.9975 -0.1635 0.8653 0.51
H -1.2275 -2.0920 -3.1378 0.52
C -1.4485 -4.3237 -1.4270 -0.28
H -1.8137 -3.9017 -0.4810 0.22
H -0.4131 -4.0022 -1.6132 0.16
H -1.4784 -5.4266 -1.3667 0.18
O 1.3076 -3.1535 0.5264 -0.99
H 2.2046 -3.0186 0.1514 0.48
H 1.3698 -3.0147 1.4937 0.53
N -1.8486 1.7915 -2.0330 -0.80
C -1.1281 2.3867 -1.0693 0.30
N -0.3785 1.8014 -0.1453 -0.61
C 0.1970 2.7675 0.6948 0.21
C 1.0510 2.5339 1.7830 -0.26
C 1.5659 3.6294 2.4901 -0.20
C 1.2213 4.9461 2.1492 -0.23
C 0.3550 5.1856 1.0755 -0.21
C -0.1479 4.1051 0.3610 -0.25
S -1.2301 4.1454 -1.0254 0.31
H -2.3541 2.4300 -2.6433 0.40
H -1.7728 0.7991 -2.2641 0.43
H 1.2717 1.4959 2.0562 0.26
H 2.2476 3.4510 3.3225 0.22
H 1.6239 5.7855 2.7146 0.22
H 0.0595 6.1821 0.7692 0.22
```

Computed properties:
HOMO (spin up / spin down) = -0.18974 / -0.18212 Ha
HOMO-LUMO gap (spin up / spin down) = 3.7 / 3.5 eV


(3)
C18H23N5OPt | ωB97M-V with the def2-TZVPD basis set

XYZ file:
```
48
Properties=species:S:1:pos:R:3:lowdin_spin:R:1
Pt -0.0917 0.7357 0.0367 1.10
O -1.2034 4.6527 0.0486 0.12
C -1.2270 3.4513 0.0132 0.03
N -0.0545 2.6789 -0.0075 0.38
C 1.1791 3.4329 -0.0038 0.04
C 2.3964 2.5524 0.0336 0.00
C 3.6533 3.1254 -0.0980 0.00
C 4.7734 2.3230 -0.0360 0.00
C 4.6093 0.9567 0.1597 0.01
C 3.3288 0.4662 0.2777 0.01
N 2.2330 1.2389 0.2138 0.11
C -2.5103 2.6759 -0.0053 0.00
C -3.7064 3.3668 -0.0238 0.00
C -4.8895 2.6451 -0.0362 0.00
C -4.8224 1.2627 -0.0328 0.00
C -3.5788 0.6544 -0.0176 0.00
N -2.4336 1.3392 -0.0025 0.11
H 1.1829 4.1125 0.8510 0.01
H 1.2128 4.0850 -0.8786 0.01
H 3.7412 4.1964 -0.2420 0.00
H 5.7627 2.7518 -0.1355 0.00
H 5.4580 0.2885 0.2259 0.00
H 3.1743 -0.5938 0.4525 0.00
H -3.6841 4.4487 -0.0258 0.00
H -5.8447 3.1530 -0.0510 0.00
H -5.7178 0.6557 -0.0446 0.00
H -3.5098 -0.4247 -0.0231 0.00
C 0.9405 -3.4727 -1.1574 0.00
C 0.7457 -1.9395 -1.1980 0.01
N -0.0407 -1.4804 -0.0235 0.02
C -1.4076 -2.0568 -0.1115 0.00
C -1.3435 -3.5982 -0.2362 0.00
N 0.0890 -4.0123 -0.0391 0.00
C 0.5946 -3.5086 1.2872 0.00
C 0.5954 -1.9617 1.2340 0.01
H 1.9678 -3.7589 -0.9476 0.00
H 0.6275 -3.9550 -2.0794 0.00
H 0.2168 -1.6349 -2.0968 0.00
H 1.7049 -1.4346 -1.1961 0.00
H -1.9073 -1.6285 -0.9750 0.00
H -1.9491 -1.7629 0.7817 0.00
H -1.6532 -3.9538 -1.2154 0.00
H -1.9399 -4.1003 0.5202 0.00
H 0.1401 -5.0297 -0.0473 0.00
H 1.5902 -3.9154 1.4360 0.00
H -0.0602 -3.9033 2.0593 0.00
H 1.6084 -1.5723 1.2797 0.00
H 0.0490 -1.5514 2.0769 0.00
```

Computed properties:
HOMO (spin up / spin down) = -0.47646 / -0.55449 Ha
HOMO-LUMO gap (spin up / spin down) = 7.4 / 7.4 eV
spin multiplicity = 3
charge = +2


(4)
C3H5ClS | ωB97M-V with the def2-TZVPD basis set

XYZ file:
```
10
Properties=species:S:1:pos:R:3:nbo_charge:R:1
C 0.2216 -0.3393 -1.0356 -0.43
C 0.4017 -0.4160 0.4497 -0.45
C -0.9325 -0.0108 -0.1072 -0.19
S -1.5007 1.7327 -0.0265 -0.02
Cl -2.3790 -0.9800 0.0262 0.00
H 0.7682 0.5172 -1.6256 0.25
H 0.0887 -1.3810 -1.4184 0.24
H 0.4669 -1.1370 1.1910 0.24
H 0.8924 0.4226 0.9154 0.22
H -2.6896 1.4136 0.4465 0.14
```

Computed properties:
SMILES = SC1(Cl)CC1
HOMO = -0.33258 Ha
HOMO-LUMO gap = 9.9 eV
energy above the lowest of the compared OMol25 structures with the same formula, charge and spin = 23.3 kcal per mole